Density functional theory data (the ωB97M-V functional and the def2-TZVPD basis) for a cluster of 4 separate species, H8O4 in total at a distorted geometry.

Geometry as XYZ:
```
12
H8O4 | OMol25 | the ωB97M-V functional and the def2-TZVPD basis
O -0.76 1.08 1.49
H -1.71 1.15 1.62
H -0.33 1.92 1.59
O -2.05 -0.22 -0.86
H -2.54 -0.39 -0.06
H -1.24 -0.63 -0.70
O 2.22 -0.20 -1.63
H 1.59 -0.58 -1.00
H 2.22 -0.81 -2.33
O 0.78 -0.79 0.46
H 1.63 -0.36 0.61
H 0.17 -0.17 0.82
```

Electronic energy, eV: -8319.5559
Structure (SMILES): O.O.O.O
HOMO, Ha: -0.40164
Total charge: 0
HOMO-LUMO gap, eV: 11.2
Spin multiplicity: 1

Density functional theory data (the ωB97M-V functional and the def2-TZVPD basis) for the ion CHF4N2O with charge +1 at a distorted geometry.

Geometry as XYZ:
```
9
CHF4N2O | OMol25 | the ωB97M-V functional and the def2-TZVPD basis
O 0.79 -1.59 -0.46
N 0.18 -0.68 -0.02
N -0.73 -0.82 0.87
F -1.46 0.25 1.20
C 0.47 0.85 -0.63
F 0.78 1.65 0.33
F -0.55 1.21 -1.41
F 1.44 0.65 -1.44
H -0.92 -1.50 1.55
```

Electronic energy, eV: -16936.7377
Structure (SMILES): O=[N+](NF)C(F)(F)F
HOMO, Ha: -0.66948
Total charge: +1
HOMO-LUMO gap, eV: 11.0
Spin multiplicity: 1

Density functional theory data (the ωB97M-V functional and the def2-TZVPD basis) for the molecule CH3PSi at a distorted geometry.

Geometry as XYZ:
```
6
CH3PSi | OMol25 | the ωB97M-V functional and the def2-TZVPD basis
C 0.48 0.89 0.03
P 1.70 -0.28 -0.06
Si -0.54 -0.77 0.01
H 0.85 1.95 0.09
H -1.33 -1.18 1.26
H -1.17 -0.60 -1.33
```

Electronic energy, eV: -18249.1983
Structure (SMILES): C1=P[SiH2]1
HOMO, Ha: -0.32588
Total charge: 0
HOMO-LUMO gap, eV: 9.0
Spin multiplicity: 1

Density functional theory data (the ωB97M-V functional and the def2-TZVPD basis) for a cluster of 6 separate species, C24H61BrClNO10P3S6 in total at a distorted geometry.

Geometry as XYZ:
```
107
C24H61BrClNO10P3S6 | OMol25 | the ωB97M-V functional and the def2-TZVPD basis
C 5.20 -0.29 0.97
C 5.14 -0.34 -0.56
O 4.65 0.92 -1.05
P 3.86 0.87 -2.44
O 4.45 -0.16 -3.33
C 2.16 0.47 -2.05
C 1.13 1.60 -2.28
C -0.21 1.19 -1.66
P -1.24 2.47 -0.69
Br -1.88 0.63 0.75
C -2.35 3.59 0.44
C -2.13 3.60 1.91
N -1.70 4.65 2.49
C -2.72 2.21 -1.92
C -3.56 0.93 -1.91
C -4.76 0.98 -0.98
Cl -5.42 -0.70 -0.77
C -0.73 3.97 -1.86
C 0.27 4.94 -1.37
O 1.44 5.02 -1.67
O -0.27 5.84 -0.52
P 0.62 2.76 0.75
S 0.76 1.33 2.13
O 3.98 2.28 -3.13
C 4.23 3.47 -2.29
C 5.73 3.61 -2.05
H 6.22 -0.13 1.31
H 4.87 -1.24 1.38
H 4.52 0.48 1.35
H 4.50 -1.17 -0.85
H 6.13 -0.50 -0.97
H 1.89 -0.34 -2.72
H 2.09 0.09 -1.03
H 1.52 2.57 -2.00
H 1.00 1.65 -3.37
H -0.01 0.39 -0.95
H -0.80 0.69 -2.43
H -3.37 3.22 0.31
H -2.36 4.63 0.14
H -2.38 2.74 2.53
H -1.62 4.48 3.49
H -2.28 2.27 -2.92
H -3.41 3.07 -1.91
H -4.02 0.88 -2.91
H -3.01 0.00 -1.84
H -4.50 1.29 0.03
H -5.57 1.56 -1.40
H -1.66 4.54 -1.97
H -0.51 3.63 -2.87
H 0.46 6.30 -0.08
H 1.86 2.75 0.09
H 0.61 4.01 1.39
H 3.68 3.33 -1.36
H 3.80 4.30 -2.83
H 6.06 4.64 -2.07
H 6.28 2.99 -2.76
H 5.94 3.23 -1.05
C -0.60 -1.74 6.22
S 0.29 -1.01 4.84
O 0.43 -2.08 3.82
C 1.88 -0.88 5.67
H -1.62 -1.94 5.90
H -0.12 -2.67 6.52
H -0.61 -1.03 7.05
H 2.19 -1.87 6.01
H 1.79 -0.19 6.51
H 2.60 -0.49 4.95
C 7.14 0.53 -4.93
S 8.16 1.96 -4.55
O 7.41 3.16 -5.01
C 9.43 1.64 -5.78
H 6.26 0.55 -4.29
H 6.84 0.57 -5.97
H 7.71 -0.38 -4.72
H 8.97 1.60 -6.77
H 9.92 0.69 -5.55
H 10.15 2.45 -5.74
C -1.38 -4.59 -2.94
S -0.27 -3.30 -2.38
O -0.91 -2.00 -2.71
C 1.00 -3.58 -3.63
H -2.27 -4.56 -2.31
H -1.65 -4.42 -3.98
H -0.89 -5.56 -2.83
H 0.56 -3.47 -4.62
H 1.41 -4.58 -3.50
H 1.78 -2.84 -3.48
C -4.86 -4.14 3.06
S -3.22 -3.60 3.57
O -3.27 -3.50 5.06
C -3.35 -1.94 2.92
H -5.00 -5.16 3.41
H -5.61 -3.49 3.50
H -4.93 -4.11 1.97
H -4.21 -1.44 3.37
H -3.45 -1.98 1.84
H -2.43 -1.41 3.18
C -10.04 -5.44 4.36
S -8.94 -4.11 4.85
O -8.46 -3.45 3.61
C -7.61 -5.18 5.43
H -10.93 -4.99 3.92
H -9.54 -6.06 3.61
H -10.31 -6.03 5.23
H -7.28 -5.82 4.61
H -7.96 -5.77 6.27
H -6.78 -4.54 5.75
```

Electronic energy, eV: -223284.7409
HOMO, Ha: -0.14289
Total charge: -1
HOMO-LUMO gap, eV: 5.8
Spin multiplicity: 1

The highest HOMO-LUMO gap belongs to which entry? H8O4